[1]
74
Properties=species:S:1:pos:R:3:lowdin_charge:R:1 method="wB97M-V/def2-TZVPD" total_charge=+4 lumo_ev="-15.29 / -15.29" homo_lumo_gap_ev="5.382 / 5.380" homo_ev="-20.6722 / -20.6718"
Mo -0.18477 -0.54921 0.09163 1.90
C -1.68477 -2.24199 -2.04962 -0.02
N -0.60281 -1.19973 -2.04284 -0.29
C -1.08161 -0.03509 -2.90561 -0.17
C -2.36559 0.66778 -2.53371 -0.12
C -2.24321 1.42324 -1.22610 -0.19
N -2.02816 0.43663 -0.13678 -0.11
C -3.13865 0.14622 0.52501 0.01
C -3.40999 -0.97902 1.32926 -0.12
C -4.65904 -1.14266 1.95887 0.07
C -4.94164 -2.33389 2.60566 0.03
C -4.00252 -3.36546 2.62257 0.05
C -2.74956 -3.23725 2.00998 0.07
C -2.48455 -2.03913 1.39025 -0.24
O -1.29250 -1.81484 0.77525 -0.21
C 0.55438 -1.74618 -2.84080 -0.17
C 1.34855 -2.81388 -2.13757 -0.14
C 2.32957 -2.21607 -1.16449 -0.16
N 1.67834 -1.59829 0.04251 -0.08
C 2.37993 -1.85375 1.14284 -0.01
C 2.21163 -1.38696 2.46374 -0.13
C 3.09295 -1.79235 3.48797 0.07
C 2.94083 -1.27258 4.76085 0.03
C 1.92413 -0.35513 5.03116 0.05
C 1.02627 0.07191 4.04288 0.06
C 1.19778 -0.46783 2.79434 -0.26
O 0.39469 -0.15666 1.73826 -0.27
H -1.96993 -2.42922 -3.08676 0.13
H -2.55517 -1.89530 -1.50037 0.08
H -1.32289 -3.16533 -1.60657 0.10
H -1.17614 -0.45212 -3.91203 0.15
H -0.26452 0.68349 -2.93195 0.06
H -3.23110 0.00380 -2.53087 0.13
H -2.55380 1.39460 -3.32918 0.16
H -3.14771 1.99566 -1.01778 0.14
H -1.40903 2.11563 -1.25880 0.04
H -3.96681 0.84016 0.38473 0.17
H -5.39113 -0.34512 1.92949 0.15
H -5.89754 -2.47046 3.09261 0.15
H -4.24305 -4.29358 3.12677 0.15
H -2.02707 -4.04152 2.02469 0.15
H 1.19968 -0.89721 -3.08303 0.13
H 0.13918 -2.11079 -3.78272 0.15
H 1.91328 -3.37388 -2.88568 0.16
H 0.71478 -3.55140 -1.63920 0.13
H 2.92941 -1.43662 -1.64336 0.14
H 3.01792 -2.98283 -0.81374 0.13
H 3.23420 -2.51416 1.00713 0.16
H 3.88021 -2.50526 3.27472 0.15
H 3.61203 -1.57689 5.55287 0.15
H 1.81828 0.03930 6.03414 0.15
H 0.23947 0.78119 4.25919 0.15
C 3.50007 2.81960 0.62176 -0.08
C 2.38826 1.76815 0.76992 -0.38
P 0.99175 1.90653 -0.41904 0.99
C 0.17366 3.45252 0.13299 -0.34
C -0.56962 4.38895 -0.82172 -0.09
C 1.85630 2.21578 -2.01204 -0.33
C 1.19213 2.40860 -3.37483 -0.10
H 4.22335 2.64870 1.41885 0.10
H 3.14064 3.84132 0.73630 0.09
H 4.03832 2.73402 -0.31903 0.09
H 1.94560 1.84172 1.76631 0.09
H 2.82320 0.77210 0.66938 0.07
H 1.05956 3.98330 0.50342 0.09
H -0.41506 3.20944 1.02260 0.10
H -0.08343 4.47723 -1.79057 0.08
H -0.56137 5.38347 -0.37646 0.11
H -1.61438 4.12510 -0.96530 0.07
H 2.66601 1.48197 -2.06408 0.10
H 2.33414 3.15997 -1.71288 0.10
H 1.10607 1.47642 -3.93065 0.07
H 1.83638 3.05693 -3.96904 0.11
H 0.21620 2.88821 -3.32568 0.08

[2]
12
Properties=species:S:1:pos:R:3:lowdin_charge:R:1 method="wB97M-V/def2-TZVPD" total_charge=0 lumo_ev=0.08 homo_lumo_gap_ev=10.965 homo_ev=-10.8800
O -1.00943 3.11792 2.25622 -0.06
H -0.65994 3.92281 1.87379 0.03
H -0.86362 2.45061 1.58565 -0.02
O 1.49220 -2.08085 0.68882 -0.06
H 2.39079 -1.84554 0.45772 0.03
H 0.98934 -1.92112 -0.10984 -0.05
O -0.84931 1.27058 -0.12474 -0.03
H -0.48200 0.52396 -0.59788 0.03
H -1.78188 1.25587 -0.34000 0.05
O 0.14173 -2.11991 -1.54077 -0.03
H 0.62185 -2.91314 -1.77846 0.07
H 0.01033 -1.66121 -2.37056 0.06

In eV, the DFT total energy values for the records above are, in order, -48316.1328 -8319.7149.
In eV, the energy above the lowest of the compared OMol25 structures with the same formula, charge and spin values for the records above are, in order, 0.000 0.961.